Record 1
C46H43Br4N7O14 | ωB97M-V/def2-TZVPD

Summary:
- Gap between HOMO and LUMO: 8.6 eV
- 2S+1: 1
- Energy above the lowest of the compared OMol25 structures with the same formula, charge and spin: 3.1 kcal/mol
- Structure (SMILES): O=[N+]([O-])c1ccccc1.O=[N+]([O-])c1ccccc1.O=[N+]([O-])c1ccccc1.O=[N+]([O-])c1ccccc1.O=[N+]([O-])c1ccccc1.O=[N+]([O-])c1ccccc1.O=[N+]([O-])c1ccccc1.BrCCBr.BrCCBr
- Total charge: 0
- HOMO: -9.490 eV
- Maximum force: 1.55 eV/Å

CARTESIAN COORDINATES (ANGSTROEM)
Br1 0.9132 -11.0686 0.1580
C1 1.7842 -12.3179 -1.0283
C2 1.1139 -12.3162 -2.3921
Br2 1.7081 -13.9380 -3.3363
H1 1.6518 -13.2976 -0.5704
H2 2.8647 -12.2010 -1.0899
H3 1.4113 -11.4824 -3.0152
H4 0.0473 -12.4185 -2.2268
Br3 7.5569 -13.2820 0.5589
C3 5.7776 -14.0560 0.2911
C4 5.6203 -14.4586 -1.1646
Br4 4.1586 -15.7197 -1.3594
H5 5.0339 -13.3012 0.5375
H6 5.7107 -14.8412 1.0387
H7 6.5017 -14.9613 -1.5511
H8 5.4769 -13.5458 -1.7365
C5 6.0513 -13.8117 7.1633
C6 6.7356 -12.8488 6.4233
C7 6.2349 -12.4613 5.1930
C8 5.1263 -13.0902 4.6562
C9 4.4221 -14.0119 5.4119
C10 4.8872 -14.3858 6.6628
N1 4.6770 -12.7227 3.3246
O1 3.6798 -13.2721 2.8812
O2 5.2601 -11.8366 2.7263
H9 6.3694 -14.0275 8.1758
H10 7.6790 -12.4829 6.8033
H11 6.7798 -11.7109 4.6366
H12 3.4598 -14.4029 5.1100
H13 4.2823 -15.0454 7.2684
C11 3.5474 -13.2742 -8.7454
C12 4.2918 -14.2554 -8.1032
C13 4.8730 -14.0106 -6.8740
C14 4.5625 -12.8333 -6.2090
C15 3.8022 -11.8535 -6.8239
C16 3.2799 -12.0789 -8.0844
N2 5.0747 -12.6306 -4.8629
O3 5.4921 -13.6112 -4.2673
O4 5.0728 -11.5184 -4.3698
H14 3.1303 -13.4479 -9.7277
H15 4.4816 -15.2052 -8.5860
H16 5.5681 -14.7028 -6.4211
H17 3.6059 -10.9537 -6.2540
H18 2.5521 -11.3839 -8.4812
C17 -1.0886 -17.5328 -1.3814
C18 -1.1415 -18.4860 -0.3678
C19 0.0140 -19.1743 -0.0245
C20 1.2123 -18.8476 -0.6203
C21 1.2771 -17.8120 -1.5376
C22 0.1319 -17.1401 -1.9283
N3 2.4480 -19.4879 -0.1838
O5 2.4109 -20.1732 0.8205
O6 3.4489 -19.2893 -0.8464
H19 -1.9410 -16.8838 -1.5540
H20 -2.0986 -18.6859 0.0923
H21 -0.1485 -19.9540 0.7078
H22 2.2254 -17.6086 -2.0214
H23 0.1834 -16.3496 -2.6610
C23 8.4233 -15.2451 3.3655
C24 9.7332 -14.7830 3.3332
C25 10.5216 -14.8108 4.4745
C26 9.9479 -15.1945 5.6783
C27 8.6207 -15.5587 5.7488
C28 7.8618 -15.5993 4.5885
N4 10.7652 -15.1612 6.8978
O7 10.2353 -15.5169 7.9347
O8 11.9073 -14.7658 6.8049
H24 7.7822 -15.3009 2.4979
H25 10.1785 -14.5120 2.3824
H26 11.5594 -14.5387 4.3500
H27 8.1323 -15.8839 6.6564
H28 6.8453 -15.9490 4.5765
C29 7.0681 -19.6741 2.6378
C30 6.5805 -19.2538 1.4136
C31 7.2984 -18.3104 0.6759
C32 8.5420 -17.9132 1.1286
C33 9.0625 -18.3702 2.3329
C34 8.3517 -19.3161 3.0451
N5 9.3474 -16.9961 0.3159
O9 8.7541 -16.2544 -0.4526
O10 10.5538 -17.0358 0.4414
H29 6.5103 -20.4066 3.2091
H30 5.6009 -19.5480 1.0688
H31 6.9169 -18.0171 -0.2924
H32 9.9967 -18.0021 2.7321
H33 8.7228 -19.7240 3.9759
C35 -0.1727 -17.5137 2.8828
C36 0.3482 -17.9022 4.1108
C37 1.6866 -17.7156 4.3816
C38 2.4437 -16.9934 3.4730
C39 1.9287 -16.5128 2.2779
C40 0.5748 -16.7032 2.0337
N6 3.8655 -16.7563 3.7380
O11 4.5061 -16.0983 2.9463
O12 4.3220 -17.2286 4.7659
H34 -1.2059 -17.7417 2.6545
H35 -0.2486 -18.4399 4.8363
H36 2.1538 -18.0242 5.3055
H37 2.5827 -15.9834 1.5994
H38 0.1069 -16.4073 1.1032
C41 9.9733 -11.2940 2.1580
C42 11.0998 -11.5129 1.3607
C43 12.3450 -11.6892 1.9293
C44 12.4582 -11.7793 3.3136
C45 11.3501 -11.6180 4.1163
C46 10.1085 -11.4165 3.5309
N7 13.7708 -12.0137 3.9206
O13 13.8015 -12.2645 5.1091
O14 14.7453 -11.9524 3.1963
H39 8.9936 -11.1581 1.7233
H40 11.0218 -11.5470 0.2817
H41 13.2039 -11.7762 1.2800
H42 11.4228 -11.6892 5.1927
H43 9.2173 -11.3577 4.1428

Cartesian forces, eV/Å:
0.2245 0.2191 -0.0617
0.1642 -1.0181 -0.2278
0.3462 -0.4801 0.6065
-0.1416 0.4167 -0.1453
-0.1777 0.0756 0.0429
-0.0801 0.6180 0.0895
-0.2529 0.1154 0.0035
-0.0855 0.1805 -0.4561
-0.2990 0.1857 -0.2084
-0.1198 0.0365 0.1021
0.7931 0.1646 0.5009
0.0319 0.1488 0.1250
0.1872 0.1201 0.1615
-0.0281 -0.2917 -0.2976
-0.0283 -0.0991 0.0753
-0.3917 -0.2858 -0.3379
-0.2275 0.2620 0.1252
-0.4148 -0.6666 0.2001
0.9895 0.1129 -0.3255
0.1917 -0.0154 0.7927
-0.4776 -0.3295 0.0889
0.1480 0.6099 0.0660
-0.9750 0.6255 -0.6026
0.2432 -0.2140 0.2312
0.3047 -0.2266 0.2590
0.1607 -0.2390 -0.1048
-0.1036 0.3602 -0.0453
-0.1997 -0.0563 -0.2298
0.1599 0.0295 -0.4353
0.1211 -0.1402 -0.0122
-0.3160 0.0303 0.4367
0.4912 0.0440 -0.5069
-0.0782 -0.0287 0.5085
0.1100 -0.0410 -0.9989
-0.0749 0.1645 0.7539
-0.2657 -0.2180 0.0833
0.5445 -0.1659 0.9584
-0.1093 -0.0190 -0.3583
-0.3448 0.1590 -0.4240
-0.0316 -0.0825 0.0148
0.0451 0.0678 -0.0848
-0.2343 -0.1660 0.0764
-0.1230 0.0270 -0.1750
0.3120 0.1883 -0.2337
0.2039 1.2422 0.9042
0.1923 0.2423 -1.1303
-1.1250 -0.4970 0.5210
-0.5305 0.5622 0.1223
0.5499 -0.2266 -0.7304
-0.2483 -0.6982 0.1473
0.3674 -0.2701 -0.0020
-0.0774 0.0647 -0.0514
-0.0569 0.0095 0.0808
-0.2065 -0.4139 -0.3252
0.0979 -0.2386 0.1475
0.7772 -0.0474 0.0737
-0.0295 0.1228 0.2125
0.0376 0.0474 0.0147
-0.2258 0.3063 0.7500
-0.0628 -0.6482 -0.4555
-0.0651 0.1304 -0.4575
0.2225 0.3054 -0.3439
-0.7837 -0.5384 -0.0080
0.4870 -0.0392 -0.5299
-0.0911 -0.0233 0.1592
0.0144 -0.0066 0.0029
0.0211 -0.0319 -0.0360
0.2543 0.0737 -0.2196
0.0266 0.1187 0.0669
0.0388 0.0141 0.5185
0.3884 0.1592 0.2318
-0.3111 -0.0721 0.3379
0.4044 -0.8722 -0.3821
-0.0886 1.0432 0.2436
-0.0855 -0.7220 -0.3296
-0.0864 -0.0457 0.3731
0.2666 -0.2348 0.0057
-0.7446 0.3581 0.3727
-0.2578 0.2791 -0.2878
0.1156 -0.2501 0.1511
0.0062 0.0550 0.1373
-0.0311 0.1200 0.0704
-0.0458 -0.1662 -0.0832
0.1055 0.3033 0.0469
0.1380 0.0027 -0.3121
0.1705 0.1607 -0.0079
-0.1753 0.8827 0.6523
0.0352 -0.7945 -0.1471
0.4365 0.7728 0.2785
-0.1248 -0.1546 -0.6512
-0.2348 0.3750 0.3110
0.0602 -1.0784 -0.4644
0.1701 -0.2757 0.4206
0.0692 -0.0502 -0.1064
0.0791 0.0884 -0.0736
0.0014 0.0605 -0.0653
-0.1051 -0.0197 -0.1293
-0.1041 -0.1346 -0.0063
-0.0809 0.0855 -0.0414
0.2437 0.2687 -0.0314
0.4487 -0.7808 -0.0533
-0.3614 0.3862 -0.0527
0.2272 -0.3036 0.0152
-0.3060 0.4672 -0.5690
-0.3182 -0.2590 0.4266
-0.1877 0.4099 -0.0709
0.1867 -0.0364 0.1267
-0.0110 0.0514 -0.0880
-0.0565 -0.0079 0.0177
0.0254 0.1062 -0.0582
-0.0811 0.1981 0.0032
0.1330 -0.1514 0.2140
0.1933 -0.0713 -0.0288
0.1169 0.1089 0.1411

***

Record 2
C46H43BrClN2OP2RuS2 | ωB97M-V/def2-TZVPD

Summary:
- Gap between HOMO and LUMO (alpha / beta): 7.3 / 6.1 eV
- 2S+1: 5
- Energy above the lowest of the compared OMol25 structures with the same formula, charge and spin: 20.7 kcal/mol
- Total charge: +1
- HOMO (alpha / beta): -9.729 / -10.360 eV
- Maximum force: 0.31 eV/Å

CARTESIAN COORDINATES (ANGSTROEM)
Ru1 0.2353 -0.1290 0.5404
C1 1.9655 2.7319 1.9134
N1 0.7248 3.2126 2.4814
C2 0.0923 2.2793 3.3814
P1 -0.7994 0.9034 2.5267
C3 -2.3892 1.6353 2.0555
C4 -3.5346 0.8440 2.0100
C5 -4.7367 1.3807 1.5815
C6 -4.8024 2.7084 1.1823
C7 -3.6601 3.4939 1.2054
C8 -2.4537 2.9611 1.6336
C9 -1.1318 -0.1520 3.9646
C10 -0.2194 -1.1597 4.2662
C11 -0.4141 -1.9909 5.3574
C12 -1.5279 -1.8122 6.1653
C13 -2.4204 -0.7833 5.8987
C14 -2.2247 0.0469 4.8065
C15 0.6650 4.6029 2.7885
C16 0.7675 5.5141 1.7400
C17 0.7346 6.8743 1.9965
C18 0.5839 7.3401 3.2949
C19 0.4719 6.4336 4.3366
C20 0.5185 5.0683 4.0911
P2 1.6975 1.7349 0.3941
C21 1.4916 3.0041 -0.8910
C22 0.2428 3.4125 -1.3459
C23 0.1471 4.4228 -2.2923
C24 1.2927 5.0260 -2.7900
C25 2.5407 4.6296 -2.3284
C26 2.6419 3.6240 -1.3813
C27 3.2668 0.9387 0.0845
C28 3.1013 -0.2452 -0.8116
C29 4.3541 -1.0349 -0.9819
C30 5.5224 -0.6653 -0.4023
C31 5.6137 0.4880 0.4099
C32 4.4644 1.2634 0.6494
H1 2.5338 2.1197 2.6295
H2 2.5849 3.5872 1.6351
H3 -0.6741 2.7866 3.9697
H4 0.8074 1.8209 4.0810
H5 -3.4945 -0.1954 2.3148
H6 -5.6239 0.7626 1.5592
H7 -5.7429 3.1287 0.8538
H8 -3.7024 4.5260 0.8847
H9 -1.5670 3.5814 1.6241
H10 0.6689 -1.2812 3.6564
H11 0.2986 -2.7753 5.5728
H12 -1.6934 -2.4664 7.0102
H13 -3.2731 -0.6244 6.5450
H14 -2.9273 0.8470 4.6121
H15 0.8628 5.1492 0.7243
H16 0.8109 7.5732 1.1746
H17 0.5556 8.4023 3.4925
H18 0.3624 6.7865 5.3529
H19 0.4544 4.3757 4.9190
H20 -0.6556 2.9519 -0.9618
H21 -0.8274 4.7360 -2.6416
H22 1.2156 5.8045 -3.5366
H23 3.4370 5.1024 -2.7068
H24 3.6213 3.3195 -1.0327
H25 2.7908 0.1068 -1.8173
H26 4.2922 -1.9260 -1.5913
H27 6.4060 -1.2701 -0.5567
H28 6.5517 0.7590 0.8710
H29 4.5523 2.1259 1.2999
S1 1.6755 -2.5984 -0.8141
C33 1.8737 -1.0654 -0.3947
Br1 0.3411 -5.4490 3.0652
C34 -0.6765 -4.1786 2.1279
C35 -2.0132 -4.3918 1.8365
C36 -2.6955 -3.3928 1.1649
C37 -2.0316 -2.2302 0.8163
N2 -0.7373 -2.0386 1.0913
C38 -0.0710 -3.0010 1.7309
H30 -2.5015 -5.3111 2.1271
H31 -3.7382 -3.5064 0.9081
H32 -2.5303 -1.4267 0.2916
H33 0.9761 -2.8280 1.9363
C39 4.1151 1.5344 -4.8381
C40 2.9443 0.6703 -4.4692
C41 3.0397 -0.7167 -4.4667
C42 1.9587 -1.5120 -4.1034
C43 0.7662 -0.9138 -3.7359
C44 0.6450 0.4706 -3.7397
C45 1.7262 1.2496 -4.1100
S2 -0.5554 -1.9847 -3.1532
C46 -1.6944 -1.6913 -4.5080
O1 -0.0623 -3.3790 -3.3213
H34 4.9772 0.9331 -5.1218
H35 4.4073 2.1733 -4.0012
H36 3.8693 2.1900 -5.6745
H37 3.9736 -1.1867 -4.7503
H38 2.0254 -2.5921 -4.0996
H39 -0.2833 0.9429 -3.4493
H40 1.6255 2.3282 -4.1164
H41 -1.2268 -2.0322 -5.4296
H42 -1.9335 -0.6309 -4.5602
H43 -2.5936 -2.2660 -4.2994
Cl1 -1.4462 0.5344 -0.9287

Cartesian forces, eV/Å:
-0.0294 0.1667 0.0494
0.0824 0.0279 0.0571
-0.1828 -0.0545 -0.1598
0.0401 0.0660 0.0262
0.0658 0.0253 -0.0108
0.0354 -0.0071 0.0284
0.0000 -0.0626 -0.0221
-0.0164 0.0166 -0.0221
0.0077 0.0074 -0.0007
-0.0078 -0.0066 -0.0242
0.0051 0.0037 0.0259
-0.0494 -0.0975 -0.0657
0.1249 0.0402 0.0109
-0.0277 0.0159 0.0263
0.0193 0.0054 -0.0048
-0.0061 -0.0177 0.0421
-0.0250 0.0435 -0.0124
0.0517 0.0325 0.0612
0.0206 -0.0015 0.0226
-0.0011 0.0147 -0.0139
0.0020 0.0124 0.0193
-0.0095 0.0227 -0.0046
-0.0102 -0.0127 -0.0508
0.2596 -0.1471 0.0981
-0.0178 -0.1099 -0.0859
-0.0521 0.0264 0.0929
0.0099 0.0212 -0.0164
-0.0137 -0.0110 0.0092
0.0046 0.0249 0.0075
0.0198 -0.0337 -0.0094
-0.0385 0.0885 -0.0178
-0.0282 -0.0623 0.0294
0.1074 -0.0344 0.0072
-0.0370 -0.0369 -0.0495
-0.0340 0.0140 0.0251
0.0361 0.0318 -0.0144
-0.0279 0.0231 0.0161
0.0123 -0.0631 0.0059
0.0448 0.0059 -0.0099
-0.0539 -0.0295 0.0175
0.0050 0.0197 0.0316
-0.0165 -0.0098 0.0031
-0.0162 0.0045 -0.0187
-0.0101 0.0240 0.0064
0.0234 0.0125 0.0282
-0.0254 -0.0279 -0.0431
0.0143 -0.0185 0.0085
-0.0007 -0.0077 0.0257
-0.0112 -0.0046 0.0008
-0.0105 -0.0208 -0.0244
-0.0038 0.0058 -0.0153
0.0127 0.0159 -0.0149
-0.0123 0.0211 0.0049
-0.0068 0.0076 0.0183
0.0117 -0.0132 0.0288
-0.0233 -0.0514 -0.0049
-0.0230 0.0038 -0.0101
-0.0076 0.0251 -0.0068
0.0134 0.0030 -0.0105
-0.0020 -0.0371 -0.0098
-0.0231 0.0305 -0.0387
0.0017 0.0083 -0.0196
0.0123 -0.0167 -0.0020
0.0225 0.0129 -0.0026
-0.0255 0.0023 0.0187
0.0707 -0.0785 -0.0190
-0.1863 0.0911 0.0506
-0.0005 -0.0145 0.0100
-0.0143 0.0937 -0.0269
0.0593 0.0122 0.0115
0.0309 0.0489 -0.0085
-0.0619 -0.0042 -0.0192
-0.0214 0.1062 0.0213
0.0460 -0.0530 0.0979
-0.0079 -0.0166 0.0081
-0.0244 -0.0153 -0.0125
-0.0054 -0.0429 -0.0049
-0.0283 -0.0332 -0.0294
0.0530 0.0457 -0.0117
-0.0595 -0.0117 0.0205
-0.0001 -0.0118 0.0066
-0.0050 0.0289 0.0014
0.0634 -0.0286 -0.0501
-0.0585 -0.0209 0.0449
0.0538 0.0251 -0.0177
0.0121 -0.0429 -0.0421
-0.0136 0.0458 -0.0806
0.0225 -0.0604 0.0213
0.0094 0.0029 0.0000
0.0007 -0.0076 0.0006
-0.0009 0.0020 -0.0078
0.0127 -0.0041 -0.0181
0.0087 -0.0268 0.0298
-0.0453 0.0226 0.0381
0.0029 0.0548 0.0134
0.0090 -0.0055 -0.0182
-0.0134 0.0396 0.0110
-0.0236 -0.0288 0.0003
-0.0652 -0.0497 -0.0575